No. 1
{"formula": "C10H3Co2NO6S", "method": "wB97M-V/def2-TZVPD", "max_force_ev_per_a": 5.72, "total_energy_ha": -4052.7265, "gap_ev": 5.81, "relative_energy_kcal_mol": 6.2, "charge": -2, "homo_ev": -0.852, "lumo_energy_ev": 5.0, "elements": ["O", "O", "C", "N", "C", "C", "C", "C", "O", "H", "O", "O", "C", "H", "H", "C", "C", "Co", "C", "Co", "O", "C", "S"], "positions_angstrom": [[2.865, -2.876, -0.741], [-3.425, -1.418, -1.031], [-2.585, 4.471, 0.889], [-3.760, 4.538, 1.063], [0.134, -0.130, -1.152], [-2.290, -1.613, -0.870], [0.220, 0.876, -0.188], [-0.464, 1.919, 0.328], [-0.290, -4.546, -1.821], [-0.141, 2.300, 1.301], [1.930, -0.328, 2.754], [3.884, 1.503, -0.747], [2.282, -1.910, -0.496], [-1.351, 2.267, -0.213], [-0.041, 0.067, -2.216], [1.723, -0.258, 1.618], [2.998, 0.807, -0.508], [-0.602, -1.917, -0.581], [-0.622, -2.154, 1.168], [1.605, -0.248, -0.143], [-0.731, -2.350, 2.312], [-0.361, -3.485, -1.344], [-0.978, 4.486, 0.617]]}

No. 2
{"formula": "C10H40N16O10", "method": "wB97M-V/def2-TZVPD", "max_force_ev_per_a": 4.92, "total_energy_ha": -2033.8340, "gap_ev": 9.71, "relative_energy_kcal_mol": 16.3, "charge": 0, "homo_ev": -9.340, "lumo_energy_ev": 0.4, "elements": ["N", "N", "N", "H", "O", "H", "N", "C", "N", "C", "C", "H", "H", "O", "H", "N", "H", "N", "C", "H", "C", "H", "C", "H", "H", "N", "O", "O", "H", "H", "H", "H", "O", "H", "N", "N", "N", "C", "H", "H", "N", "H", "H", "C", "H", "H", "O", "H", "H", "N", "H", "H", "C", "H", "H", "H", "H", "H", "H", "H", "O", "N", "H", "H", "N", "H", "H", "H", "H", "H", "H", "C", "O", "O", "N", "O"], "positions_angstrom": [[-3.587, 0.083, 2.532], [-0.758, 1.549, -1.994], [-2.385, 2.996, -1.445], [1.373, -0.525, 1.543], [1.860, 0.818, 3.770], [-1.085, -2.239, -2.264], [4.157, -1.421, 0.093], [0.905, -1.903, -2.088], [2.233, 1.692, -6.141], [4.583, 3.421, -1.167], [-1.423, -3.676, 1.786], [1.839, -0.779, -3.479], [2.609, 0.553, 3.212], [-5.925, -1.994, 3.474], [2.418, 0.144, 5.653], [2.022, -1.215, 1.191], [4.013, -2.430, 0.011], [0.307, 2.560, -5.336], [-5.048, -2.769, 3.196], [-0.505, 1.450, -1.044], [-4.113, 0.191, 1.305], [-3.922, -2.360, 4.860], [3.243, -0.727, 1.040], [-3.173, -2.976, 0.996], [2.056, 2.152, -7.010], [-0.198, -3.701, 1.348], [0.689, 2.096, 1.372], [-1.663, -3.831, 2.971], [4.520, 1.400, -0.992], [0.464, -3.884, 2.048], [1.502, -1.889, 0.497], [-0.203, 1.054, -2.710], [0.891, 0.462, -4.620], [-3.076, -3.345, 3.712], [-4.027, -3.011, 4.078], [4.030, 2.141, -1.456], [-0.305, -1.816, -2.720], [1.757, -0.127, 4.797], [1.867, -1.115, 4.475], [-5.774, 0.059, 0.195], [-5.049, -3.470, 1.984], [0.722, 3.554, -0.041], [2.808, -1.367, -2.098], [1.303, 3.222, 0.783], [0.534, 3.432, -5.789], [1.288, 4.082, 1.443], [4.722, 4.269, -2.086], [0.702, -0.077, 5.183], [2.387, 3.020, 0.552], [-5.394, -0.180, 1.090], [-4.816, -4.439, 2.106], [-3.227, 3.335, -1.878], [-1.655, 2.420, -2.478], [-0.434, 2.554, -4.657], [2.755, 0.845, -6.203], [-2.602, 0.321, 2.713], [1.076, 1.830, 2.208], [5.076, -1.084, 0.123], [-5.989, -0.609, 1.788], [-0.388, -1.346, -3.637], [-3.503, 0.692, 0.374], [-2.344, -3.470, 0.782], [4.456, 2.891, 0.746], [3.757, 1.935, -2.410], [1.912, -1.163, -2.561], [5.540, 4.353, 0.426], [-2.646, 2.411, -0.676], [0.139, -3.517, 0.400], [-5.998, -3.545, 1.576], [-4.337, -0.158, 3.162], [-1.876, -3.241, -0.127], [1.148, 1.498, -5.346], [0.993, -2.691, -1.051], [-1.815, 2.716, -3.694], [4.962, 3.559, 0.096], [3.625, 0.336, 1.512]]}

No. 3
{"formula": "C10H41B2KO11", "method": "wB97M-V/def2-TZVPD", "max_force_ev_per_a": 4.45, "s2": 0.756, "total_energy_ha": -1882.1719, "gap_ev": [9.57, 3.04], "spin_multiplicity": 2, "charge": 1, "homo_ev": [-12.184, -12.184], "lumo_energy_ev": [-2.6, -9.1], "elements": ["H", "H", "H", "O", "H", "H", "H", "H", "O", "H", "O", "H", "C", "H", "C", "C", "H", "H", "O", "C", "H", "K", "C", "H", "O", "H", "C", "H", "H", "C", "H", "O", "B", "H", "H", "H", "H", "H", "H", "H", "H", "H", "H", "H", "O", "H", "H", "O", "C", "H", "H", "O", "H", "H", "B", "O", "O", "C", "H", "H", "H", "H", "H", "C", "H"], "positions_angstrom": [[4.043, 15.850, -13.584], [-1.169, 14.374, -14.829], [1.356, 12.801, -14.908], [0.599, 11.896, -12.625], [1.127, 12.600, -13.008], [-1.250, 12.575, -13.062], [-1.720, 10.571, -11.681], [2.706, 17.860, -13.259], [3.768, 10.616, -12.966], [3.847, 11.199, -11.072], [7.238, 13.637, -18.182], [6.619, 13.421, -18.884], [-0.600, 12.415, -12.201], [-2.365, 14.670, -15.991], [4.498, 12.829, -12.184], [6.930, 12.632, -17.220], [2.968, 12.086, -14.634], [5.571, 17.485, -11.394], [1.257, 12.233, -17.446], [3.528, 17.641, -13.941], [0.502, 12.545, -20.539], [-0.547, 10.959, -15.738], [4.770, 17.968, -13.173], [4.681, 19.012, -12.872], [3.627, 16.288, -14.330], [-0.229, 11.684, -19.298], [4.451, 11.337, -11.969], [5.058, 13.129, -11.298], [2.737, 13.682, -14.272], [1.509, 12.715, -18.750], [4.938, 13.096, -17.367], [0.960, 15.440, -15.513], [2.422, 12.944, -14.994], [1.793, 13.767, -18.789], [-0.759, 14.231, -16.543], [-1.790, 13.002, -15.914], [2.747, 13.213, -15.987], [3.546, 13.356, -12.123], [-2.881, 11.284, -10.088], [7.672, 11.835, -17.274], [3.580, 11.261, -13.652], [4.478, 12.244, -19.106], [2.358, 12.249, -19.249], [5.453, 10.913, -11.920], [-0.691, 13.688, -19.179], [-1.024, 13.590, -18.283], [4.224, 13.094, -13.881], [4.848, 17.223, -11.969], [0.221, 12.658, -19.492], [1.603, 14.935, -15.010], [3.304, 18.231, -14.830], [-2.525, 11.884, -10.748], [5.638, 17.911, -13.831], [-0.408, 13.403, -11.783], [-1.512, 14.038, -15.795], [4.997, 13.250, -13.334], [5.204, 11.723, -18.755], [5.502, 12.166, -17.437], [-0.730, 11.042, -10.356], [1.309, 15.548, -16.401], [0.111, 15.006, -15.628], [1.968, 12.480, -16.850], [5.174, 11.510, -16.630], [-1.324, 11.451, -11.173], [7.027, 13.027, -16.209]]}

No. 4
{"formula": "C10H42N20O11", "method": "wB97M-V/def2-TZVPD", "max_force_ev_per_a": 8.61, "s2": 0.756, "total_energy_ha": -2328.8593, "gap_ev": [8.76, 3.08], "spin_multiplicity": 2, "relative_energy_kcal_mol": 26.9, "charge": 1, "homo_ev": [-11.117, -11.117], "lumo_energy_ev": [-2.4, -8.0], "elements": ["H", "O", "H", "N", "N", "H", "H", "H", "H", "N", "N", "N", "H", "H", "H", "H", "O", "N", "C", "H", "O", "N", "O", "H", "H", "N", "O", "N", "H", "N", "O", "N", "H", "H", "N", "O", "H", "N", "H", "H", "O", "H", "N", "C", "N", "H", "C", "C", "N", "H", "H", "C", "H", "H", "H", "C", "C", "H", "H", "C", "O", "H", "H", "H", "C", "H", "H", "H", "N", "N", "H", "O", "H", "H", "C", "H", "H", "H", "O", "N", "N", "H", "H"], "positions_angstrom": [[-20.922, -31.586, 16.134], [-22.520, -34.607, 15.600], [-20.534, -26.501, 18.346], [-22.582, -33.729, 17.523], [-22.157, -30.594, 18.953], [-25.942, -27.963, 20.749], [-30.460, -31.635, 21.586], [-20.173, -26.086, 19.973], [-16.405, -31.387, 21.260], [-27.146, -31.081, 15.246], [-20.839, -26.453, 19.307], [-24.118, -29.782, 19.009], [-26.065, -28.542, 22.478], [-20.850, -32.209, 22.028], [-23.772, -29.386, 19.871], [-25.331, -30.712, 14.488], [-20.063, -33.848, 19.608], [-18.307, -30.559, 20.175], [-17.207, -30.538, 19.601], [-15.272, -30.871, 20.062], [-20.333, -31.162, 16.757], [-28.059, -30.547, 20.023], [-29.411, -32.448, 19.808], [-29.217, -30.373, 21.978], [-24.558, -33.910, 22.115], [-21.588, -34.021, 21.202], [-23.042, -30.022, 16.986], [-22.581, -26.901, 18.319], [-19.459, -31.289, 16.386], [-24.329, -32.517, 20.302], [-22.732, -26.527, 20.445], [-25.221, -30.215, 15.361], [-21.973, -27.313, 17.626], [-19.425, -31.880, 20.927], [-16.230, -31.060, 20.321], [-26.423, -30.390, 17.247], [-27.479, -28.304, 23.359], [-27.680, -28.033, 17.858], [-28.734, -27.090, 23.101], [-27.168, -28.897, 17.752], [-27.890, -26.779, 20.635], [-23.984, -31.857, 19.620], [-24.718, -32.949, 22.380], [-28.995, -31.434, 20.310], [-29.666, -31.048, 21.375], [-22.189, -33.589, 18.443], [-27.473, -27.454, 21.584], [-21.931, -34.283, 16.589], [-28.020, -27.710, 22.747], [-27.566, -27.406, 18.641], [-20.115, -34.796, 16.108], [-28.505, -27.572, 16.953], [-23.531, -33.551, 17.228], [-24.266, -33.508, 20.116], [-24.447, -30.213, 16.010], [-22.090, -26.616, 19.441], [-24.516, -32.067, 21.508], [-22.211, -30.735, 19.952], [-27.879, -31.648, 15.648], [-26.267, -30.474, 16.057], [-24.441, -30.857, 21.710], [-18.173, -30.585, 21.175], [-21.281, -30.779, 18.486], [-27.108, -30.756, 14.290], [-23.076, -30.090, 18.208], [-23.585, -26.984, 18.257], [-22.029, -33.657, 22.034], [-27.984, -29.007, 15.569], [-20.299, -32.313, 21.189], [-20.659, -34.253, 16.763], [-28.329, -29.584, 20.167], [-17.020, -29.943, 18.558], [-29.303, -28.086, 15.157], [-25.192, -32.838, 23.265], [-20.617, -33.409, 20.599], [-24.990, -29.485, 18.594], [-21.842, -34.917, 20.811], [-20.216, -33.789, 17.543], [-29.146, -26.541, 16.982], [-28.660, -28.332, 15.897], [-26.420, -28.149, 21.618], [-27.394, -30.786, 19.302], [-19.157, -30.223, 19.746]]}

No. 5
{"formula": "C10H46O18", "method": "wB97M-V/def2-TZVPD", "max_force_ev_per_a": 2.53, "total_energy_ha": -1762.8294, "gap_ev": 9.67, "relative_energy_kcal_mol": 23.3, "charge": 0, "homo_ev": -9.817, "lumo_energy_ev": -0.1, "elements": ["H", "H", "H", "H", "H", "O", "H", "H", "H", "H", "H", "H", "H", "H", "H", "H", "H", "C", "H", "O", "H", "H", "C", "H", "H", "H", "H", "O", "C", "H", "H", "H", "H", "H", "H", "C", "H", "O", "H", "H", "O", "O", "O", "H", "H", "O", "C", "H", "O", "C", "H", "H", "O", "H", "H", "C", "H", "H", "H", "H", "C", "O", "C", "C", "H", "O", "O", "O", "O", "O", "H", "O", "O", "H"], "positions_angstrom": [[0.562, 2.048, -5.728], [1.565, -2.989, 0.684], [0.606, -4.209, -2.887], [1.551, -1.327, -3.730], [-0.841, 3.331, -1.261], [3.193, -4.369, 0.780], [-4.599, 0.330, -1.738], [0.209, 0.715, -0.088], [-1.905, 2.028, 1.711], [1.971, 2.930, 0.796], [-2.784, -0.215, -0.752], [4.245, 2.549, -0.793], [3.432, -4.660, -0.105], [2.192, -0.784, 0.792], [0.712, -5.080, 0.717], [-3.132, 3.929, -0.314], [-1.244, 0.067, -4.797], [-2.753, 2.365, 1.098], [-3.328, -2.663, -1.371], [0.489, -3.642, -2.119], [-1.643, -1.384, 3.103], [3.392, 0.608, 1.986], [-2.268, 3.425, 0.124], [-3.661, 3.600, 2.308], [2.919, 6.016, 0.836], [-0.010, 0.741, -2.647], [-1.337, -2.309, -3.289], [2.568, 2.359, 0.299], [0.212, -0.116, 0.619], [-1.633, -2.182, -1.145], [-1.495, 1.949, 5.812], [3.021, -0.424, 3.059], [2.873, 3.255, -1.560], [3.977, -3.920, 1.114], [1.489, 0.861, -3.583], [3.355, 3.149, -0.578], [0.594, -2.737, -2.445], [0.899, -2.384, 1.035], [1.357, -1.352, -0.678], [0.306, -0.037, -5.542], [-1.626, -3.091, 2.683], [0.029, -5.348, 1.341], [1.090, -1.235, 4.100], [-3.027, 1.441, 0.584], [0.832, -2.126, 3.843], [-1.516, 2.747, -0.907], [-0.261, 0.533, -4.780], [0.699, -0.658, 3.425], [2.678, 5.259, 0.295], [1.244, -1.161, 0.396], [-2.889, -0.527, 3.332], [-0.496, 0.275, 2.324], [-0.241, 1.880, -5.231], [-2.397, -3.453, 2.238], [4.372, 4.144, 0.924], [0.536, 0.336, -3.501], [-0.800, -0.537, 0.584], [4.554, 4.879, -0.627], [-0.886, -3.357, 2.113], [-2.118, -0.070, -2.395], [-2.864, -0.585, -1.782], [-2.248, -2.546, -3.091], [-2.521, -2.059, -1.780], [3.789, 4.455, 0.043], [-0.363, -6.127, 0.936], [-4.187, -0.372, -2.246], [-1.950, -0.458, 3.132], [3.774, -0.042, 2.588], [-3.886, 2.801, 1.821], [0.377, 0.478, 1.937], [-1.563, 4.108, 0.604], [-1.983, 1.122, 5.778], [0.766, -1.048, -3.249], [-1.976, 0.868, 4.847]]}

No. 6
{"formula": "C10H4BeN2O4", "method": "wB97M-V/def2-TZVPD", "max_force_ev_per_a": 5.85, "total_energy_ha": -807.8091, "gap_ev": [4.99, 7.72], "relative_energy_kcal_mol": 20.6, "charge": 2, "homo_ev": [-17.214, -18.362], "lumo_energy_ev": [-12.2, -10.6], "elements": ["H", "O", "N", "C", "C", "C", "C", "Be", "C", "O", "C", "C", "H", "O", "H", "H", "C", "O", "C", "N", "C"], "positions_angstrom": [[-0.245, 1.670, 1.802], [2.159, 0.263, -0.888], [-0.012, -3.159, 6.096], [-0.318, -1.447, 3.060], [0.554, -1.458, -0.586], [-1.491, 0.924, -0.956], [-0.112, -1.169, 4.399], [-0.533, -1.534, 1.045], [-0.053, 1.174, 3.898], [-2.609, 1.270, -1.067], [-0.226, 0.872, 2.544], [-0.081, 1.035, -0.638], [0.135, 0.350, 5.922], [1.079, -2.361, -1.215], [0.020, 2.214, 4.223], [-0.452, -2.487, 2.686], [0.964, -0.005, -0.750], [0.252, 2.228, -0.407], [-0.056, -2.265, 5.335], [-0.368, -0.410, 2.146], [0.003, 0.157, 4.844]]}

Number 3 is which compound? C10H41B2KO11